The following is a quantum chemistry calculation of one molecule with the formula H3NO2Si at a distorted geometry, from the Open Molecules 2025 dataset.

Atoms and positions in Å:
N 0.584637 0.265972 0.821580
O -0.029301 0.841297 -1.350056
O 0.127846 1.056629 1.615789
Si -0.547953 -0.421830 -0.590870
H 1.393045 0.571079 0.237114
H -1.669265 -0.637061 0.311753
H 0.140990 -1.676086 -1.045309

Forces on the atoms, in the same order (eV/Å):
-1.0148 1.2961 -0.4252
-0.5672 -0.2692 0.4431
1.0835 -0.9192 -0.2624
1.0223 -0.7198 -0.5682
0.6831 0.4940 0.8058
-0.6643 0.0320 -0.2549
-0.5426 0.0862 0.2617

Properties
Highest occupied orbital energy (spin up / spin down) (eV): -10.32 / -10.32
Net charge: 0
ΔE to the lowest compared entry with this formula, charge and spin (kcal per mole): 5.07
E (eV): -13508.0620

Taken from the natural (NBO) analysis, the atomic charges in e are:
1 N -0.113
2 O -1.129
3 O -0.190
4 Si 1.499
5 H 0.368
6 H -0.212
7 H -0.224

---

The following is a quantum chemistry calculation of a 2-piece molecular cluster, C14H19N6O3S2 overall at a distorted geometry, from the Open Molecules 2025 dataset.

Atoms and positions in Å:
C 0.496730 -1.788407 4.134922
S 0.771809 -2.705397 2.480837
O 2.291925 -2.756427 2.177199
O 0.213882 -4.147227 2.553236
C -0.152042 -1.709327 1.190895
N -1.498197 -1.886613 0.524343
N -1.524617 -0.736154 -0.298505
N -0.382752 0.038008 -0.174383
C 0.056469 1.339556 -0.799208
C -0.381202 2.697097 -0.003848
C -0.877463 2.495765 1.540069
C -2.490323 2.786073 1.709376
S -3.308153 1.686588 3.008165
C -4.297671 0.298643 2.197478
N -4.257647 -1.210528 2.509408
N -5.093642 -2.043335 1.759563
C -5.761717 -1.038675 0.826371
O -5.305609 0.356459 1.099559
N 0.582802 -0.477554 0.711129
H -0.684674 -1.730272 4.289967
H 1.013883 -2.336404 5.043357
H 0.914173 -0.674491 4.035506
H 1.220525 1.369106 -1.023142
H -0.467405 1.387766 -1.870961
H 0.458724 3.524820 -0.012373
H -1.300447 3.164079 -0.599690
H -0.304445 3.315373 2.192344
H -0.618434 1.465926 2.028652
H -3.065173 2.630954 0.697171
H -2.586585 3.892631 2.107995
H -6.551195 -1.412087 0.017106
H 1.502808 -0.054334 0.961800
C 2.785616 -0.207229 -4.947964
C 2.055081 -0.453122 -3.785801
C 2.717501 -0.729003 -2.590017
C 4.112073 -0.749238 -2.554311
C 4.842615 -0.499618 -3.715726
C 4.180028 -0.232910 -4.913553
H 2.268962 0.004374 -5.880453
H 0.968491 -0.430546 -3.812219
H 2.147916 -0.927181 -1.686130
H 4.628534 -0.959381 -1.621456
H 5.929420 -0.513820 -3.687361
H 4.749425 -0.043936 -5.819347

Forces on the atoms, in the same order (eV/Å):
-1.1751 1.4894 0.2147
3.6936 -6.7413 1.6383
-5.2671 1.8163 0.3896
0.8337 5.8400 -0.4478
-0.5639 2.5433 -2.2147
6.4110 4.8416 0.4750
3.0293 -0.1323 1.8978
1.1318 -1.3342 1.3287
-0.5374 1.9892 -2.7483
-1.1192 0.6835 0.2870
0.1731 0.8175 0.7000
0.4989 0.2242 -0.8996
-1.2526 -1.1867 -1.2823
-2.2379 -6.4694 -2.0985
0.3480 3.7840 -0.7115
-1.1389 8.4444 -2.8186
2.7768 -1.4436 3.5488
0.6072 -3.5459 1.1017
-6.5384 -4.6128 -0.0460
2.5877 -0.2714 -0.3611
-0.9178 0.7406 -2.3633
-0.7887 -2.5683 0.0900
-2.4497 -0.7782 0.7187
1.2171 -0.3318 2.4197
-1.4675 -2.0757 -0.2574
2.0608 -1.0215 1.2661
-1.2824 -1.9127 -1.3717
-0.4736 1.8010 -1.0946
1.1328 0.5032 2.0175
-0.2280 -2.3738 -0.8967
1.8999 1.7308 1.8427
-0.9072 -0.4337 -0.3992
0.0749 -0.0119 0.1219
0.1174 0.0496 0.0392
0.2132 0.1869 -0.2803
-0.0705 0.0550 -0.0469
-0.1529 -0.0016 0.0085
-0.1394 -0.0302 0.1845
0.0801 -0.0477 0.1534
0.1154 -0.0507 -0.0559
0.0432 -0.1180 -0.0455
-0.0464 -0.0047 -0.1475
-0.1989 -0.0139 0.0013
-0.0923 -0.0286 0.1424

Properties
Highest occupied orbital energy (eV): -11.53
Net charge: +1
E (eV): -51558.5439

Taken from the natural (NBO) analysis, the atomic charges in e are:
1 C -0.819
2 S 1.898
3 O -0.840
4 O -0.804
5 C 0.126
6 N -0.083
7 N 0.089
8 N 0.044
9 C -0.289
10 C -0.437
11 C -0.447
12 C -0.541
13 S 0.271
14 C 0.224
15 N -0.283
16 N -0.213
17 C 0.246
18 O -0.457
19 N -0.343
20 H 0.285
21 H 0.317
22 H 0.252
23 H 0.282
24 H 0.284
25 H 0.261
26 H 0.242
27 H 0.244
28 H 0.204
29 H 0.251
30 H 0.265
31 H 0.261
32 H 0.505
33 C -0.208
34 C -0.214
35 C -0.244
36 C -0.212
37 C -0.200
38 C -0.193
39 H 0.225
40 H 0.203
41 H 0.174
42 H 0.218
43 H 0.227
44 H 0.227

---

The following is a quantum chemistry calculation of a 2-piece molecular cluster, C3H7N2OS overall at a distorted geometry, from the Open Molecules 2025 dataset.

Atoms and positions in Å:
C 0.589112 0.177091 -0.175825
C -3.337191 -0.384844 -0.286332
C 1.580912 1.117016 0.169344
N -0.406653 -0.046168 0.549398
N -2.455545 -1.337279 -0.539205
O -4.618800 0.008634 -0.397792
S -3.513489 1.264217 0.068926
H 0.681088 -0.294147 -1.109183
H 1.513010 1.240789 1.271813
H 2.587454 0.786821 -0.024980
H 1.252217 1.999740 -0.480475
H -0.360733 0.367752 1.426886
H -2.837309 -2.062014 -1.100768
H -1.401597 -0.932828 0.011648

Forces on the atoms, in the same order (eV/Å):
-0.2277 -0.6407 -0.1880
0.9325 -0.4647 -0.8755
0.7474 1.8938 0.9838
-2.1173 -2.7019 -1.8587
-2.2693 3.8506 1.6242
0.8231 -2.0718 -0.6036
0.8281 0.5241 0.7388
-0.2729 -0.7799 -1.3790
0.1153 0.8624 -0.7261
0.3409 0.1316 -0.5741
1.0652 -0.5568 1.1583
-0.1848 0.9676 2.0353
0.0206 -1.3370 -0.2412
0.1990 0.3227 -0.0943

Properties
Highest occupied orbital energy (eV): -14.37
Net charge: +1
ΔE to the lowest compared entry with this formula, charge and spin (kcal per mole): 90.79
E (eV): -19077.3602

Taken from the natural (NBO) analysis, the atomic charges in e are:
1 C 0.258
2 C 0.480
3 C -0.691
4 N -0.670
5 N -0.725
6 O -0.469
7 S 0.574
8 H 0.195
9 H 0.230
10 H 0.266
11 H 0.273
12 H 0.381
13 H 0.438
14 H 0.460

---

The following is a quantum chemistry calculation of a 2-piece molecular cluster, C3H5N2O2 overall at a distorted geometry, from the Open Molecules 2025 dataset.

Atoms and positions in Å:
C -3.664711 0.904538 -0.270525
C -2.083586 -0.898013 0.251750
C 1.559898 -1.281712 -0.092865
N -3.103031 -0.107118 0.181511
N -0.220163 0.326721 -0.405639
O -1.538604 -1.733623 0.871426
O 0.627866 -0.529211 -0.924559
H -4.600638 1.230005 0.090694
H 2.629771 -1.119436 -0.471018
H 1.448550 -2.365959 -0.248578
H 1.491171 -0.814328 0.886649
H -0.809885 0.768048 -1.068012

Forces on the atoms, in the same order (eV/Å):
2.0487 -2.1150 0.2446
2.5067 -0.8362 2.4582
1.7385 0.9889 -0.0477
-1.0401 1.1260 -0.7790
1.0947 -2.1803 3.0614
-1.5348 1.1920 -1.9348
-1.1140 0.6709 -1.9214
-1.2663 0.7583 0.2651
-1.6604 0.3829 0.1633
-0.8358 0.5563 0.4667
-0.0647 -0.8044 0.3254
0.1274 0.2605 -2.3016

Properties
Highest occupied orbital energy (spin up / spin down) (eV): -14.92 / -13.73
Net charge: +1
ΔE to the lowest compared entry with this formula, charge and spin (kcal per mole): 173.03
E (eV): -10252.1731

Taken from the natural (NBO) analysis, the atomic charges in e are:
1 C 0.398
2 C 0.852
3 C -0.289
4 N -0.493
5 N -0.197
6 O -0.318
7 O -0.222
8 H 0.230
9 H 0.238
10 H 0.239
11 H 0.222
12 H 0.340

---

The following is a quantum chemistry calculation of H5N2OPS as an isolated structure at a distorted geometry, from the Open Molecules 2025 dataset.

Atoms and positions in Å:
N -0.836691 -0.987744 -1.133781
N 0.415620 0.804842 1.104555
O 1.657879 -0.317456 -1.106718
P 0.581688 -1.158251 -0.248072
S 0.789625 -2.958383 0.333419
H -0.790986 -0.285753 -1.765092
H -1.656038 -1.251032 -0.673651
H 0.668603 0.685666 2.119823
H -0.539210 0.815384 0.903896
H 1.551549 0.691706 -1.035215

Forces on the atoms, in the same order (eV/Å):
2.7503 -1.9887 2.2170
2.8517 -2.8215 -0.9703
-0.3756 0.6545 -0.1329
-0.6962 3.2810 1.0230
0.5314 0.5554 0.1977
-0.5977 2.6582 -2.2774
-1.5034 -0.2741 0.3262
-0.9101 -0.1759 -1.4608
-2.0847 0.2600 0.5809
0.0344 -2.1488 0.4967

Properties
Highest occupied orbital energy (eV): -9.06
Net charge: 0
ΔE to the lowest compared entry with this formula, charge and spin (kcal per mole): 55.14
E (eV): -25232.5910

Taken from the natural (NBO) analysis, the atomic charges in e are:
1 N -1.160
2 N -1.112
3 O -1.005
4 P 1.680
5 S -0.455
6 H 0.394
7 H 0.411
8 H 0.368
9 H 0.331
10 H 0.547

---

The following is a quantum chemistry calculation of one molecule with the formula C4H5NOS at a distorted geometry, from the Open Molecules 2025 dataset.

Atoms and positions in Å:
C -1.828447 -0.912740 0.496048
C -1.888246 0.298908 -0.072609
C -0.551784 1.008769 -0.587721
N 0.705770 0.790594 -0.696550
O 1.208907 -0.422696 0.016702
C 2.546472 -0.562735 0.053301
S 3.693774 0.718828 -0.219610
H -0.819999 -1.332585 0.784318
H -2.592649 -1.156374 1.026006
H -2.770774 0.894034 -0.414367
H -0.451214 2.168395 -0.852838
H 2.748191 -1.492399 0.467318

Forces on the atoms, in the same order (eV/Å):
5.7791 3.0453 -1.5969
2.7578 1.1080 -1.8597
-0.2019 1.6905 0.1195
0.5967 -0.8532 1.6912
-0.4350 -0.3288 -1.2358
0.6536 5.6297 -0.9165
-2.2879 -3.1928 0.4354
-1.4053 0.3604 -0.7001
-5.1190 -2.5123 2.6919
0.6408 -0.8155 0.9030
-1.6669 -2.3879 -0.0952
0.6880 -1.7434 0.5630

Properties
Structure (SMILES): C=C/C=N\OC=S
Highest occupied orbital energy (eV): -8.52
Net charge: 0
ΔE to the lowest compared entry with this formula, charge and spin (kcal per mole): 122.76
E (eV): -18596.5954

Taken from the natural (NBO) analysis, the atomic charges in e are:
1 C -0.318
2 C -0.243
3 C 0.038
4 N -0.117
5 O -0.418
6 C 0.124
7 S -0.136
8 H 0.226
9 H 0.187
10 H 0.230
11 H 0.245
12 H 0.181

---

The following is a quantum chemistry calculation of a 2-piece molecular cluster, C23H21NO4 overall at a distorted geometry, from the Open Molecules 2025 dataset.

Atoms and positions in Å:
C 4.315207 -0.494226 0.380631
C 5.441018 -1.220611 1.091929
O 4.804668 -2.095130 2.034413
C 3.433105 -2.037067 1.824513
O 2.676988 -2.741290 2.483739
N 3.132492 -1.136158 0.847784
H 4.334855 0.573803 0.646774
H 4.416250 -0.592380 -0.709546
H 6.010652 -1.817074 0.371380
H 6.106384 -0.533889 1.621999
C 0.507967 -2.124208 -6.387139
O 0.805346 -3.025495 -5.295159
C 0.793826 -2.517048 -4.035388
C 1.086562 -3.421303 -2.981887
C 1.116934 -2.980303 -1.687064
C 0.801281 -1.630439 -1.351609
C 0.840835 -1.273659 0.022892
C 0.152490 -0.194138 0.647018
C 0.451720 0.055357 2.016307
C -0.125919 1.093450 2.708809
C -1.096621 1.884834 2.067896
O -1.658718 2.890403 2.836324
C -3.044937 3.119173 2.809327
C -3.748484 2.827963 3.981275
C -5.140572 2.865109 3.955673
C -5.816834 3.244999 2.790173
C -5.091439 3.617360 1.654527
C -3.692975 3.599217 1.669232
C -1.450458 1.656907 0.731424
C -0.827490 0.633724 0.029309
C 0.541189 -0.721925 -2.418114
C 0.519416 -1.156656 -3.732083
H 0.655029 -2.735286 -7.275855
H -0.532281 -1.774863 -6.332431
H 1.190214 -1.262567 -6.399778
H 1.293669 -4.458049 -3.231572
H 1.387442 -3.652054 -0.871479
H 1.234028 -2.032309 0.702824
H 1.187198 -0.592735 2.494248
H 0.133993 1.298619 3.745625
H -3.187976 2.539624 4.870552
H -5.689966 2.593408 4.857204
H -6.909209 3.271037 2.777816
H -5.609203 3.920877 0.743222
H -3.114854 3.926634 0.804457
H -2.207981 2.269639 0.246695
H -1.124714 0.455521 -1.001556
H 0.396217 0.339545 -2.212987
H 0.303658 -0.456340 -4.542343

Forces on the atoms, in the same order (eV/Å):
-0.0522 0.5068 -0.3570
0.3590 -0.4669 0.1341
0.1179 0.1471 -0.0191
-0.2568 0.8512 -1.0925
0.0484 0.2437 -0.2807
-0.9085 -0.7503 0.7984
-0.1077 -0.0375 -0.2334
0.0318 0.2157 0.0896
0.1274 -0.0576 0.2946
0.0072 -0.2258 0.0000
0.0828 -0.3406 0.3732
-0.1161 0.7814 0.3511
-0.1399 0.2329 0.3646
-0.0924 0.1702 -0.8105
-0.1467 0.6631 0.4136
0.4584 0.0144 -1.1614
0.5765 -0.8223 0.7792
-0.4717 1.2472 0.6393
0.2058 -0.2649 -0.4063
-0.4179 0.2740 -0.2335
-0.2302 0.1279 0.2357
-0.0911 0.0151 -0.1414
0.1657 -0.2351 -0.1751
0.0757 -0.1431 -0.4664
0.0601 0.2557 -0.0729
0.1366 -0.0077 0.0031
0.0576 0.0940 0.2323
-0.1255 -0.2477 0.2295
0.1128 -0.1318 0.1274
0.4440 -0.3081 0.2661
0.1781 -0.4785 0.4154
0.0976 -0.5497 -0.4318
-0.0583 0.1819 0.0230
0.2426 -0.1082 0.0108
-0.1145 -0.2939 0.0264
0.0165 0.1795 0.0103
-0.1021 0.0993 -0.2375
-0.5592 0.0584 -0.2197
-0.1202 0.1582 -0.1033
-0.1296 -0.0470 -0.2456
-0.1969 -0.0280 -0.2601
0.0704 0.1157 -0.2700
0.3908 -0.0538 -0.0289
0.1153 -0.0047 0.3146
-0.2478 -0.0973 0.2993
0.2990 -0.3380 0.1542
-0.0373 0.0078 0.3582
0.1195 -0.3979 -0.0940
0.1250 -0.2046 0.3969

Properties
Highest occupied orbital energy (eV): -7.39
Net charge: 0
ΔE to the lowest compared entry with this formula, charge and spin (kcal per mole): 109.44
E (eV): -33868.8230

Taken from the natural (NBO) analysis, the atomic charges in e are:
1 C -0.243
2 C -0.079
3 O -0.525
4 C 0.827
5 O -0.712
6 N -0.679
7 H 0.164
8 H 0.171
9 H 0.167
10 H 0.176
11 C -0.261
12 O -0.477
13 C 0.365
14 C -0.278
15 C -0.082
16 C -0.209
17 C 0.167
18 C -0.202
19 C -0.075
20 C -0.271
21 C 0.350
22 O -0.498
23 C 0.293
24 C -0.247
25 C -0.193
26 C -0.223
27 C -0.197
28 C -0.271
29 C -0.259
30 C -0.133
31 C -0.122
32 C -0.284
33 H 0.211
34 H 0.186
35 H 0.187
36 H 0.237
37 H 0.238
38 H 0.280
39 H 0.265
40 H 0.239
41 H 0.233
42 H 0.221
43 H 0.220
44 H 0.219
45 H 0.223
46 H 0.223
47 H 0.214
48 H 0.222
49 H 0.219

---

The following is a quantum chemistry calculation of a 2-piece molecular cluster, C4H8O2 overall, from the Open Molecules 2025 dataset.

Atoms and positions in Å:
C 0.198455 -1.554614 -0.268614
C -0.642586 -0.859606 0.774167
C -0.382910 0.503183 1.255767
O -0.048724 -0.627521 2.042157
H 1.133854 -1.017630 -0.464397
H -0.362939 -1.638687 -1.208115
H 0.441584 -2.570334 0.064381
H -1.674638 -1.212779 0.847086
H -1.209952 1.116717 1.619029
H 0.477552 1.054682 0.883933
C 0.513129 1.705740 -1.393015
O 1.702490 1.559404 -1.267226
H -0.013354 2.620440 -1.049767
H -0.131961 0.921005 -1.835386

Forces on the atoms, in the same order (eV/Å):
0.0272 0.0413 0.0181
-0.1144 -0.1294 -0.2345
-0.0432 0.2623 -0.0693
0.0224 -0.1452 0.2237
-0.1763 -0.0996 0.0933
0.1156 0.0361 0.1589
-0.0537 0.1692 -0.0491
0.1673 0.0569 -0.0126
0.1468 -0.1534 0.0173
-0.1378 -0.1374 0.1346
0.3327 -0.0666 -0.0124
-0.5627 0.1482 -0.1747
0.1588 -0.0720 -0.0800
0.1175 0.0895 -0.0133

Properties
Structure (SMILES): C[C@@H]1CO1.C=O
Highest occupied orbital energy (eV): -10.34
Net charge: 0
ΔE to the lowest compared entry with this formula, charge and spin (kcal per mole): 66.91
E (eV): -8370.3802

Taken from the natural (NBO) analysis, the atomic charges in e are:
1 C -0.646
2 C 0.055
3 C -0.128
4 O -0.488
5 H 0.228
6 H 0.211
7 H 0.225
8 H 0.177
9 H 0.180
10 H 0.187
11 C 0.272
12 O -0.501
13 H 0.113
14 H 0.114